Formula: C4H8O3Y
Source: the OMol25 dataset
Level of theory: ωB97M-V/def2-TZVPD

Each line ends with the Mulliken charge.
Geometry (Å):
O1 -3.07337 0.63497 0.29454  -0.225
C1 -2.03867 -0.07836 0.03324  0.379
Y1 1.39106 -0.04815 -0.16534  2.124
O2 -0.91502 0.41240 0.02163  -0.617
C2 -4.39396 0.03643 0.07185  0.019
H1 -5.02358 0.54208 0.81840  0.264
H2 -4.71515 0.32176 -0.93838  0.279
C3 -4.35269 -1.43541 0.25097  -1.020
H3 -4.40893 -2.04404 -0.65190  0.466
H4 -2.31907 -1.19636 -0.23764  0.273
O3 3.48344 -0.12995 -0.26554  -0.619
C4 4.55438 -0.99160 -0.08052  -0.498
H5 4.49773 -1.52949 0.88662  0.276
H6 4.62381 -1.76214 -0.87338  0.291
H7 5.51419 -0.43960 -0.08415  0.227
H8 -4.38405 -1.80559 1.27807  0.381

Calculated values
- energy relative to the best compared isomer or geometry (same formula, charge and spin) (kJ/mol) = 5.6
- 2S+1 = 2
- E (eV) = -11443.474
- net charge = +2
- LUMO (spin up / spin down) (Eh) = -0.3834 / -0.3835

---

Formula: C23H32Br30F2N3O5
Source: the OMol25 dataset
Level of theory: ωB97M-V/def2-TZVPD

Each line ends with the Mulliken charge.
Geometry (Å):
C1 6.49504 -2.92795 4.25684  -1.172
C2 6.18121 -1.45585 4.01343  -0.233
C3 4.68873 -1.14988 3.85095  -0.330
O1 3.95342 -2.23627 3.29805  -0.201
C4 3.10049 -2.93293 4.15030  -1.090
C5 1.77790 -3.19073 3.44307  1.509
F1 2.05895 -3.81541 2.24112  -0.412
O2 0.98828 -4.12545 4.12730  -0.527
C6 0.30981 -3.62778 5.26654  -0.712
C7 -0.73725 -2.58959 4.85405  0.362
N1 -0.50167 -2.20572 3.43367  0.668
C8 -1.50607 -1.16280 2.98020  -0.111
O3 -2.07056 -0.50051 3.77431  -0.349
N2 -1.67468 -1.17095 1.59760  0.054
C9 -1.53288 0.06471 0.93164  0.482
O4 -1.72072 1.14440 1.36522  -0.423
F2 -1.15200 -0.20714 -0.31124  -0.083
C10 0.94921 -1.92243 3.02778  -2.222
N3 1.45023 -0.62188 3.31918  1.418
C11 1.83705 0.15576 2.13275  -0.997
C12 1.01087 0.17177 4.43296  0.712
C13 1.43215 -0.21807 5.81990  -1.383
O5 0.42949 1.20974 4.23348  -0.520
H1 6.51128 -3.49514 3.32975  0.239
H2 5.80189 -3.38061 4.96435  0.295
H3 7.48638 -3.01674 4.70024  0.390
H4 6.70942 -1.09893 3.13168  0.068
H5 6.54161 -0.87686 4.86441  0.372
H6 4.58959 -0.31582 3.15457  0.292
H7 4.25789 -0.81990 4.79858  0.054
H8 3.49303 -3.93367 4.36238  0.447
H9 2.95006 -2.43179 5.10679  0.416
H10 -0.21540 -4.48022 5.68961  0.501
H11 1.00285 -3.26772 6.02451  0.265
H12 -0.78879 -1.70421 5.47681  0.560
H13 -1.72548 -3.04052 4.84849  -0.661
H14 -0.74836 -3.05679 2.91003  0.320
H15 -1.20690 -1.92216 1.10299  0.357
H16 0.93924 -2.00347 1.94132  0.835
H17 1.17620 -0.02098 1.28382  0.206
H18 2.84600 -0.12568 1.83505  0.123
H19 1.82242 1.21420 2.36323  0.528
H20 0.79860 0.32554 6.51582  0.372
H21 2.46281 0.10192 5.96800  0.264
H22 1.35564 -1.27924 6.02631  0.283
C14 -4.24361 2.32871 -0.84713  0.097
Br1 -5.01088 0.77485 -1.69478  -0.047
Br2 -4.05627 3.77771 -2.09432  0.049
Br3 -5.23999 2.84277 0.71244  -0.028
H23 -3.24953 2.06657 -0.51827  -0.085
C15 -0.44486 -1.65941 -3.90859  -0.090
Br4 1.15749 -1.13725 -2.97568  -0.036
Br5 -0.78849 -3.54143 -3.70746  0.006
Br6 -1.95945 -0.61254 -3.36988  0.056
H24 -0.27949 -1.47850 -4.96126  0.052
C16 -5.62924 6.25338 -4.70818  -0.211
Br7 -6.13146 6.02327 -6.54662  -0.021
Br8 -3.71805 6.35180 -4.51076  -0.025
Br9 -6.48770 7.79368 -3.94110  0.043
H25 -5.96759 5.38323 -4.16448  0.261
C17 -0.52919 -4.54953 -7.41306  -0.017
Br10 -2.00811 -5.37591 -8.31204  0.004
Br11 1.14948 -5.32641 -7.92696  -0.010
Br12 -0.51862 -2.63654 -7.66700  -0.038
H26 -0.65474 -4.72067 -6.35487  0.045
C18 -4.06292 -5.28445 4.03159  -0.368
Br13 -4.02681 -4.13454 5.57885  -0.025
Br14 -5.75479 -5.22804 3.15050  0.030
Br15 -2.61903 -4.92153 2.77816  0.042
H27 -3.89882 -6.29370 4.37982  0.440
C19 -4.27977 -1.15711 -8.25192  -0.149
Br16 -4.99247 0.59115 -8.61108  -0.006
Br17 -4.61714 -1.69405 -6.43398  0.024
Br18 -4.92566 -2.45962 -9.50494  -0.007
H28 -3.20815 -1.10007 -8.37207  0.138
C20 -9.08220 9.81186 -1.97839  0.485
Br19 -8.51298 11.64757 -1.97563  -0.001
Br20 -9.44720 9.17916 -0.19973  -0.021
Br21 -10.57763 9.53476 -3.15281  0.006
H29 -8.26306 9.22431 -2.36316  -0.538
C21 7.27572 -0.68900 -0.21437  -0.040
Br22 8.77165 -1.29019 0.82669  0.013
Br23 5.68891 -1.70290 0.18868  -0.031
Br24 6.97985 1.19683 0.00048  -0.006
H30 7.51931 -0.86273 -1.25148  0.051
C22 -6.53074 9.64322 -7.63803  0.059
Br25 -7.14488 9.63269 -9.45931  -0.018
Br26 -4.61486 9.76796 -7.53755  0.009
Br27 -7.38979 11.01405 -6.60115  0.006
H31 -6.80839 8.69543 -7.20100  -0.072
C23 11.49010 -0.84783 -2.30886  -0.315
Br28 12.79660 -0.77408 -3.71161  -0.031
Br29 11.59508 0.68864 -1.15890  -0.004
Br30 9.71634 -1.08388 -3.02902  0.008
H32 11.70701 -1.71794 -1.70762  0.354

Calculated values
- E (eV) = -2145776.790
- net charge = +1
- LUMO (Eh) = -0.1227

---

Formula: C20H16BiN2O5S3
Source: the OMol25 dataset
Level of theory: ωB97M-V/def2-TZVPD

Each line ends with the Mulliken charge.
Geometry (Å):
Bi1 0.19397 0.17349 0.05066  1.238
O1 -1.98169 -2.96749 -2.53034  -0.427
C1 -1.51771 -2.00684 -1.76614  0.229
O2 -0.40291 -1.52103 -1.88436  -0.600
C2 -2.46692 -1.54852 -0.71682  0.486
C3 -3.63391 -2.20066 -0.37727  -0.280
C4 -4.40828 -1.66741 0.65158  -0.551
C5 -3.99793 -0.51241 1.29013  -0.439
C6 -2.78684 0.05683 0.91095  0.481
N1 -2.06641 -0.45236 -0.07109  -0.292
C7 -2.18959 1.24638 1.65457  0.371
O3 -2.88381 1.88258 2.40163  -0.585
O4 -0.92638 1.47461 1.38678  -0.664
H1 -1.33320 -3.22678 -3.20000  0.414
H2 -3.92626 -3.10377 -0.89300  0.539
H3 -5.32066 -2.16259 0.95481  0.484
H4 -4.56518 -0.04760 2.08406  0.537
O5 -0.07460 -1.42281 1.32217  -0.220
C8 0.89331 -2.07914 2.15857  2.267
C9 0.13816 -3.22043 2.81409  -0.874
C10 0.55560 -4.48679 3.07957  -0.120
C11 -0.42244 -5.24978 3.77825  -0.760
C12 -1.55702 -4.54599 4.01866  -0.580
S1 -1.45617 -2.94082 3.41512  -0.077
C13 1.41017 -1.14257 3.23402  -0.561
C14 1.71881 -1.42208 4.52781  0.053
C15 2.16951 -0.28121 5.25207  -0.829
C16 2.18796 0.84656 4.50195  -0.635
S2 1.64827 0.53150 2.89657  -0.008
C17 2.03706 -2.63325 1.33491  -0.320
C18 1.92738 -3.23862 0.11912  -0.348
C19 3.17406 -3.69768 -0.38600  -0.811
C20 4.20014 -3.44074 0.46576  -0.565
S3 3.66338 -2.66799 1.90247  -0.014
H5 1.52574 -4.87396 2.79993  0.516
H6 -0.27912 -6.27796 4.07675  0.435
H7 -2.45260 -4.87988 4.51851  0.482
H8 1.62506 -2.40999 4.95605  0.572
H9 2.46513 -0.31278 6.29029  0.442
H10 2.45941 1.85121 4.78298  0.479
H11 0.97966 -3.37123 -0.37523  0.504
H12 3.29502 -4.19329 -1.33851  0.432
H13 5.24356 -3.68633 0.34453  0.460
N2 2.94523 0.12393 -0.06339  -0.625
H14 3.26725 1.08239 0.03259  0.301
H15 3.19737 -0.20107 -0.99289  0.287
H16 3.45531 -0.44126 0.60894  0.177

Calculated values
- E (eV) = -72558.356
- net charge = +1
- LUMO (Eh) = -0.1464

---

Formula: C33H37N4
Source: the OMol25 dataset
Level of theory: ωB97M-V/def2-TZVPD

Each line ends with the Mulliken charge.
Geometry (Å):
C1 -1.39681 2.03340 -1.22010  -0.482
C2 -1.61099 0.98490 -2.28178  -0.920
N1 -2.29375 -0.20955 -1.68933  -0.216
C3 -1.41820 -0.75014 -0.60152  -0.927
C4 -1.20670 0.29851 0.45889  -0.589
N2 -1.92279 1.56714 0.10251  0.161
C5 -3.39039 1.24159 -0.03546  -0.583
C6 -3.61177 0.19161 -1.09431  -0.748
H1 -0.32873 2.23776 -1.05849  0.450
H2 -1.92174 2.96909 -1.44910  0.271
H3 -2.23455 1.36824 -3.09695  0.357
H4 -0.64835 0.64173 -2.67993  0.301
H5 -1.90669 -1.63739 -0.18626  0.328
H6 -0.46498 -1.03212 -1.06073  0.323
H7 -1.60794 -0.01157 1.43175  0.430
H8 -0.14843 0.56991 0.56458  0.405
H9 -3.71239 0.88077 0.95215  0.472
H10 -3.89593 2.18392 -0.28793  0.430
H11 -4.25210 0.57014 -1.90096  0.288
H12 -4.06622 -0.70932 -0.66031  0.304
C7 2.25011 0.09057 6.19980  -0.953
N3 1.10639 0.96424 6.48222  0.275
C8 1.08120 1.54084 7.78634  -0.050
C9 2.08612 2.45423 8.14300  0.051
C10 2.17067 2.94620 9.44246  -0.758
C11 1.26036 2.51559 10.41345  -0.369
C12 0.25770 1.60113 10.07371  -0.601
C13 0.16348 1.11438 8.76838  -0.200
C14 0.59499 1.62558 5.33653  0.315
C15 -0.74989 1.40479 4.98118  -0.589
C16 -1.23347 1.88417 3.78685  -0.711
C17 -0.42963 2.69186 2.93522  1.384
C18 -1.09432 3.35629 1.87328  -0.612
C19 -0.74677 4.61304 1.31857  0.670
C20 -1.57922 5.14790 0.28984  -0.802
C21 -1.30039 6.35849 -0.29487  -0.368
C22 -0.16563 7.09196 0.10131  0.275
N4 0.17243 8.23860 -0.66160  0.277
C23 1.23002 8.00298 -1.65102  -0.880
C24 0.14696 9.52655 -0.06060  0.166
C25 1.22725 9.96010 0.71544  -0.025
C26 1.21055 11.23794 1.27107  -0.759
C27 0.13309 12.09433 1.02134  -0.413
C28 -0.94425 11.66700 0.23602  -0.622
C29 -0.94372 10.38357 -0.30151  -0.212
C30 0.64553 6.61630 1.14348  -0.516
C31 0.32524 5.43136 1.78372  -1.246
C32 0.95609 2.81584 3.24935  -1.256
C33 1.44385 2.32021 4.44801  -0.217
H13 2.07812 -0.40394 5.23898  0.336
H14 3.18048 0.66879 6.15748  0.402
H15 2.33905 -0.66504 6.98386  0.308
H16 2.81402 2.75064 7.38606  0.260
H17 2.95992 3.65506 9.69456  0.352
H18 1.33129 2.90261 11.43044  0.383
H19 -0.44349 1.25831 10.83660  0.366
H20 -0.59498 0.37763 8.50157  0.389
H21 -1.37996 0.83622 5.66367  0.431
H22 -2.26693 1.70531 3.49494  0.408
H23 -2.11018 3.01622 1.66619  0.002
H24 -2.45768 4.57610 -0.00659  0.491
H25 -1.95453 6.79000 -1.05212  0.494
H26 1.37349 8.90772 -2.24635  0.339
H27 2.17732 7.73836 -1.16072  0.362
H28 0.91855 7.18193 -2.30446  0.299
H29 2.07297 9.28706 0.87156  0.282
H30 2.04928 11.55795 1.88981  0.355
H31 0.12721 13.09221 1.45674  0.383
H32 -1.78224 12.33643 0.03889  0.366
H33 -1.75776 10.02672 -0.93458  0.394
H34 1.51845 7.20025 1.44176  0.251
H35 0.88518 5.16620 2.67710  0.860
H36 1.64009 3.30936 2.55695  0.864
H37 2.49191 2.47748 4.72650  0.308

Calculated values
- energy relative to the best compared isomer or geometry (same formula, charge and spin) (kJ/mol) = 329.1
- E (eV) = -40773.202
- net charge = +1
- LUMO (Eh) = -0.1817